Entry 1:
Here is 2 unconnected molecules or ions with the total composition C5H9NO from OMol25. Energies are from ωB97M-V/def2-TZVPD.

```
16
Properties=species:S:1:pos:R:3:forces:R:3:nbo_charge:R:1
H 0.547022 0.853351 -0.349633 0.19 -0.14 0.02 0.22
H -0.025827 -2.368239 1.273322 0.01 0.10 -0.12 0.22
H 2.403068 0.665736 -0.339787 -0.11 -0.11 0.02 0.21
H -0.858245 -1.026895 0.443412 0.19 -0.15 -0.05 0.25
C -0.046418 -1.754070 0.367317 -0.04 0.00 0.02 -0.64
O -1.492088 1.125947 0.370920 -0.11 0.18 0.33 -0.74
H -1.433249 1.214673 -1.653879 -0.10 0.09 0.09 0.18
H -2.934990 1.855850 -0.947351 0.15 0.02 0.02 0.17
H -1.518327 1.747408 1.106179 -0.08 -0.09 -0.08 0.48
C -1.846656 1.796264 -0.824024 -0.09 0.16 -0.33 -0.26
H -1.421577 2.806925 -0.871978 -0.08 -0.15 0.00 0.17
C 2.466275 -1.826231 0.400531 0.86 -0.57 0.16 0.26
N 3.421239 -2.451239 0.598895 -0.90 0.54 -0.19 -0.32
C 1.419465 0.227273 -0.203354 -0.01 -0.13 0.07 -0.32
C 1.272120 -1.046064 0.171084 0.04 0.18 -0.08 -0.12
H -0.247253 -2.424932 -0.476105 0.07 0.07 0.12 0.22
```
Forces are in eV/Å.

The value obtained for the molecular weight is 99.13 g/mol. For the energy relative to the best compared isomer or geometry (same formula, charge and spin), the calculation gives 49.3 kcal per mole. The SMILES is C=C(C)C#N.CO. The HOMO energy comes out at -9.88 eV.



Entry 2:
Here is a single C5H10N2 molecule from OMol25. Energies are from ωB97M-V/def2-TZVPD.

```
17
Properties=species:S:1:pos:R:3:forces:R:3:nbo_charge:R:1
C -0.550051 0.729777 -0.259058 -0.37 0.11 -0.57 -0.09
H -1.786933 -0.820995 -0.409664 -0.29 0.00 -0.04 0.35
H 0.982046 -1.983771 -0.560557 -0.19 -0.09 -0.04 0.36
H -2.174344 2.079883 -0.789869 -0.28 -0.13 -0.12 0.20
H 1.508487 -1.326164 2.048597 -0.14 0.02 0.15 0.22
N 1.438519 -1.107658 -0.777067 -0.13 -0.50 -0.06 -0.54
C -1.716977 1.128039 -1.025024 -0.51 0.26 -0.43 -0.26
H -0.265322 1.425514 0.552013 0.03 -0.40 -0.54 0.18
H 2.075459 0.583084 0.462909 0.98 -0.49 0.11 0.19
C 0.596844 0.059723 -1.014284 -0.01 1.32 1.63 -0.20
H 0.357719 -0.000976 2.289297 0.15 0.05 -0.25 0.22
C 0.708259 -0.750511 1.571929 0.12 0.09 -0.07 -0.64
C 1.353365 -0.201154 0.301396 1.34 -0.33 0.25 -0.02
H -1.672346 0.819062 -2.061712 -0.37 0.10 -0.03 0.19
N -1.820221 0.098356 0.018426 -0.29 -0.31 -0.18 -0.58
H 1.096708 0.705497 -1.743011 -0.27 0.03 0.39 0.20
H -0.131212 -1.437706 1.395680 0.23 0.26 -0.19 0.21
```
Forces are in eV/Å.

The value obtained for the molecular weight is 98.15 g/mol. For the energy relative to the best compared isomer or geometry (same formula, charge and spin), the calculation gives 93.9 kcal per mole. The SMILES is C[C@H]1N[C@H]1[C@H]1CN1. The HOMO energy comes out at -8.80 eV.



Entry 3:
Here is a molecular structure, C40H37ClF3IrN3OP2 from OMol25. Energies are from ωB97M-V/def2-TZVPD.

```
88
Properties=species:S:1:pos:R:3:forces:R:3:lowdin_spin:R:1
H -3.988103 -5.070513 -1.714555 0.00 0.00 0.00 0.00
H -1.519172 4.760852 4.765693 0.00 0.00 0.00 0.00
N -0.838388 0.688069 -2.232039 -0.35 0.62 -0.26 0.02
H -0.258653 -2.111366 -0.407232 0.07 0.03 -0.04 0.01
C 3.089259 -1.989695 3.593469 0.01 -0.02 0.03 0.00
H -2.103783 1.256488 -4.989712 -0.01 0.02 0.00 0.00
C 1.003800 0.386571 -0.137397 0.22 -0.63 -0.21 0.05
C -2.455691 -1.350319 2.603602 0.16 0.16 -0.01 0.00
C -3.434499 -3.119684 -1.039698 0.00 0.01 0.06 0.00
H 1.568785 0.530722 -5.533909 0.00 0.00 0.00 0.00
H 0.551472 5.896272 4.045681 0.00 0.00 0.01 0.00
C 1.009932 -0.359426 2.698728 -0.02 -0.02 0.15 0.00
C 5.761902 1.197441 0.360694 0.02 -0.01 0.00 0.00
H 6.187357 -1.770105 -1.221695 0.00 0.00 0.00 0.00
H -5.169803 -0.085236 -4.317004 0.01 0.00 -0.01 0.00
N 0.911231 -0.791375 -2.849391 -0.18 -0.13 -0.15 0.00
P -0.455562 0.627813 2.264770 0.01 -0.35 -0.06 0.01
H -2.424181 0.525764 3.690962 -0.06 -0.03 -0.05 0.00
H -1.666636 -5.909459 -1.770040 0.00 0.00 0.00 0.00
C -1.601460 1.651159 -2.933036 -0.07 -0.12 -0.13 0.01
C 1.900018 0.100298 3.666364 0.03 0.07 -0.04 0.00
C -0.814017 -4.063098 -1.095689 -0.02 -0.01 0.00 0.00
H 2.282225 -3.476818 2.272055 -0.02 0.00 0.00 0.00
C -3.464793 -0.821988 1.580281 0.05 0.04 -0.05 0.00
C 5.676100 -0.922426 -0.787970 0.03 0.01 -0.01 0.00
C -0.158230 2.276826 2.915321 0.06 0.04 -0.06 0.00
H 0.609097 -0.976316 -5.595880 -0.01 0.00 -0.01 0.00
H 3.719412 -1.658127 -1.249807 0.01 -0.01 0.00 0.00
C -5.076561 0.244447 -3.291175 -0.01 0.02 0.04 0.00
C -1.863937 -4.890909 -1.463908 0.02 -0.03 0.00 0.00
C 6.404502 0.103028 -0.206745 -0.03 0.01 0.00 0.00
H -1.135347 -0.583740 4.147485 -0.08 0.02 0.06 0.00
H 0.200968 -4.437765 -1.105981 0.01 0.02 -0.01 0.00
C 1.153153 -1.659723 2.213328 -0.05 0.04 -0.02 0.00
C 3.640775 0.239976 -0.236737 0.10 -0.13 -0.05 0.00
H -1.733419 -2.025195 2.133978 -0.08 -0.07 0.00 0.00
C 0.352754 4.882000 3.726856 0.01 0.02 0.01 0.00
F 8.389564 -1.098592 -0.639138 0.01 0.00 0.00 0.00
C 1.007438 2.925668 2.500412 -0.05 0.03 -0.06 0.00
C -0.810482 4.246023 4.131725 0.01 -0.01 -0.02 0.00
C 4.293555 -0.853346 -0.808132 -0.02 0.06 0.03 0.00
H -4.456971 -2.764287 -1.014776 -0.01 0.01 -0.01 0.00
H -1.991750 2.477126 4.042356 0.00 -0.01 0.00 0.00
H 1.567044 -1.101739 -3.545364 -0.03 0.02 -0.04 0.00
O -2.398598 2.397933 -2.448945 -0.01 -0.02 0.00 0.00
C 1.262437 4.221824 2.910073 -0.01 0.02 0.00 0.00
C -1.715889 -0.206772 3.304491 -0.10 0.10 -0.09 0.00
Cl -2.110141 2.561218 0.544849 -0.35 -0.21 -0.18 0.23
H -4.315076 -1.497547 1.456679 0.03 -0.04 -0.04 0.00
C 7.913750 0.066261 -0.187223 -0.03 -0.01 0.00 0.00
C 2.182529 -2.469868 2.655957 0.03 0.00 -0.02 0.00
H -3.863596 0.146662 1.888453 -0.03 -0.03 0.02 0.00
C -0.007693 0.121075 -3.141940 0.13 -0.11 0.08 0.00
H -6.469485 2.416928 -1.093876 0.00 0.01 -0.01 0.00
C -5.813537 1.647100 -1.475921 -0.02 -0.01 -0.01 0.00
H 3.876208 2.113471 0.797017 0.01 0.00 -0.01 0.00
C -1.072367 2.946684 3.721980 0.04 -0.03 0.10 0.00
C 0.560946 0.111828 -5.546246 0.00 0.02 -0.01 0.00
C -3.170668 -4.420736 -1.433268 -0.04 0.01 0.00 0.00
F 8.421715 1.043577 -0.951634 0.01 0.00 0.00 0.00
H 6.343614 1.989076 0.814152 0.00 0.00 -0.01 0.00
H -2.980178 -1.951448 3.344784 -0.01 0.08 0.06 0.00
C 4.383064 1.267308 0.353108 -0.03 -0.03 0.00 0.00
H 0.052756 0.462318 -6.440096 0.01 0.00 -0.01 0.00
H -0.868251 2.516259 -4.772158 0.01 0.00 0.02 0.00
N -0.205944 0.537884 -4.387706 -0.06 0.04 0.00 0.00
H -3.466518 -1.092842 -2.856823 0.02 -0.02 0.00 0.00
C -5.920341 1.230557 -2.796210 0.01 0.00 -0.01 0.01
H 1.711652 2.415758 1.852798 -0.01 -0.01 0.03 0.00
H 2.168798 4.720095 2.593642 0.00 0.01 -0.01 0.00
H 1.792051 1.090132 4.087258 0.01 -0.02 0.02 0.00
H 0.457220 -2.044700 1.482983 -0.03 -0.05 -0.06 0.00
P -2.760154 -0.627813 -0.074518 -0.19 -0.05 0.03 0.02
C -1.235011 1.558095 -4.401840 0.03 -0.05 -0.03 0.00
H 3.896750 -2.620610 3.939830 0.01 0.00 -0.01 0.00
H -6.662228 1.679259 -3.442972 -0.01 0.00 0.00 0.00
C 2.213892 0.297491 -0.231610 -0.12 0.27 0.32 0.03
C -4.863167 1.081736 -0.645520 -0.03 -0.01 0.02 0.01
C -2.377678 -2.278261 -0.679224 0.09 0.07 0.05 0.00
H 3.635838 -0.335898 4.841158 -0.01 0.01 0.01 0.00
C -4.021834 0.080721 -1.132212 0.11 -0.03 -0.09 0.01
Ir -0.915094 0.752182 -0.090978 0.68 0.45 0.65 0.56
H -4.774043 1.443154 0.370552 -0.01 -0.02 -0.01 0.00
C -4.121846 -0.324566 -2.466807 0.01 -0.03 0.03 0.01
C -1.072223 -2.758460 -0.704735 0.01 0.01 0.00 0.01
H 1.128273 -0.950576 -1.880822 0.08 0.03 0.05 0.00
C 2.943150 -0.709565 4.099304 -0.01 -0.01 -0.01 0.00
F 8.378040 0.247744 1.057429 0.01 0.00 0.00 0.00
```
Forces are in eV/Å.

The value obtained for the molecular weight is 922.37 g/mol. Its total charge is +2. For the energy relative to the best compared isomer or geometry (same formula, charge and spin), the calculation gives 45.6 kcal per mole. The spin multiplicity is 2. The HOMO energy (alpha / beta) comes out at -13.66 / -13.63 eV.



Entry 4:
Here is a molecular structure, CH2O3Sn from OMol25. Energies are from ωB97M-V/def2-TZVPD.

```
7
Properties=species:S:1:pos:R:3:forces:R:3:nbo_charge:R:1
O 0.595047 2.187111 -0.816513 -0.45 -2.38 1.36 -1.17
O -0.976460 -1.267711 -0.172187 -0.85 0.63 -1.55 -0.85
H 0.290060 2.276524 -1.722565 -0.13 -0.21 -0.07 0.43
O 0.515607 -0.956120 1.376788 1.30 1.04 0.73 -0.84
C -0.077025 -0.500130 0.331430 1.33 5.31 -2.17 0.55
Sn -0.588546 -2.532608 1.233790 -1.35 -5.36 2.39 1.53
H 0.241317 0.792934 -0.230743 0.15 0.97 -0.71 0.36
```
Forces are in eV/Å.

The value obtained for the molecular weight is 180.74 g/mol. For the energy relative to the best compared isomer or geometry (same formula, charge and spin), the calculation gives 0.0 kcal per mole. The HOMO energy comes out at -7.37 eV.



Entry 5:
Here is 2 unconnected molecules or ions with the total composition C8H6N2O from OMol25. Energies are from ωB97M-V/def2-TZVPD.

```
17
Properties=species:S:1:pos:R:3:forces:R:3:nbo_charge:R:1
H 2.426828 -2.668041 -0.532519 0.91 -0.65 -0.21 0.51
N 1.367807 1.800622 -0.314014 -2.68 2.06 -0.35 -0.75
O 1.572482 -2.391424 -0.223237 0.08 2.14 0.50 -0.66
C 1.661023 -1.055033 -0.146168 -1.52 -0.42 -0.17 0.57
C 3.817240 0.286462 0.221566 -6.21 -5.10 0.86 -0.45
C -0.807172 -1.074321 0.220197 0.37 -2.61 -0.80 -0.05
H -0.885527 -2.213758 0.259042 0.63 1.74 0.11 0.23
N -0.935487 1.675173 0.001662 0.25 0.49 0.13 -0.50
C 4.740920 1.002996 0.146491 5.56 4.33 -0.79 -0.08
H -2.876949 -0.913315 -0.013314 -2.10 -1.54 0.04 0.22
C 0.419457 -0.386813 0.123539 0.31 0.78 0.02 -0.40
H -3.032593 1.335380 0.118261 0.61 0.71 -0.26 0.20
C -1.981583 -0.426577 0.039624 1.04 -0.83 0.60 -0.35
H 2.285295 1.421363 -0.481306 0.38 -0.14 0.17 0.45
C 0.281621 1.075384 -0.031550 0.69 -1.90 -0.37 0.49
H 1.058954 2.747867 -0.620235 1.11 -0.96 0.42 0.41
C -2.021674 0.920294 0.040345 0.57 1.90 0.08 0.15
```
Forces are in eV/Å.

The value obtained for the molecular weight is 146.15 g/mol. For the energy relative to the best compared isomer or geometry (same formula, charge and spin), the calculation gives 119.6 kcal per mole. The spin multiplicity is 3. The HOMO energy (alpha / beta) comes out at -8.70 / -9.09 eV.